Formula: C65H150F3N8O15S
Source: the Open Molecules 2025 dataset
Level of theory: ωB97M-V/def2-TZVPD

Output
HOMO energy = -8.887 eV
LUMO = -8.401 eV
total charge = +5
frontier orbital gap = 0.5 eV
F_max = 0.07230 hartree/bohr

Each line ends with the Löwdin charge.
Atoms and positions in Å:
C (-5.245, 1.268, 4.518)  -0.046
O (-5.471, 1.689, 5.890)  -0.213
C (-4.629, 1.100, 6.867)  -0.193
C (-4.955, 1.601, 8.291)  -0.058
N (-6.445, 1.909, 8.347)  0.046
H (-6.607, 2.655, 7.685)  0.156
H (-7.006, 1.156, 7.975)  0.173
C (-7.042, 2.466, 9.622)  -0.064
C (-8.491, 2.963, 9.316)  -0.182
O (-9.330, 1.988, 8.669)  -0.207
C (-9.701, 0.828, 9.490)  -0.032
H (-5.784, 1.782, 3.722)  0.089
H (-5.461, 0.208, 4.390)  0.104
H (-4.266, 1.599, 4.172)  0.089
H (-3.617, 1.442, 6.645)  0.128
H (-4.757, 0.018, 6.840)  0.135
H (-4.452, 2.501, 8.643)  0.130
H (-4.773, 0.802, 9.009)  0.138
H (-6.453, 3.364, 9.808)  0.135
H (-7.014, 1.667, 10.363)  0.130
H (-8.553, 3.826, 8.653)  0.129
H (-9.011, 3.419, 10.159)  0.136
H (-10.478, 1.249, 10.129)  0.101
H (-8.820, 0.478, 10.028)  0.075
H (-10.180, 0.042, 8.907)  0.101
C (5.059, -3.168, -3.388)  -0.061
O (5.706, -4.349, -3.876)  -0.210
C (6.735, -4.955, -3.104)  -0.196
C (8.117, -4.321, -3.062)  -0.069
N (8.766, -4.229, -4.473)  0.084
H (9.749, -4.036, -4.346)  0.165
H (8.759, -5.173, -4.831)  0.161
C (8.075, -3.286, -5.535)  -0.011
C (9.077, -3.060, -6.727)  -0.201
O (9.674, -4.230, -7.171)  -0.212
C (10.372, -4.186, -8.372)  -0.094
H (5.801, -2.379, -3.275)  0.079
H (4.575, -3.346, -2.427)  0.088
H (4.335, -2.836, -4.132)  0.107
H (6.823, -5.964, -3.506)  0.136
H (6.347, -5.012, -2.087)  0.130
H (8.836, -5.009, -2.616)  0.134
H (8.291, -3.343, -2.613)  0.130
H (7.941, -2.332, -5.025)  0.128
H (7.139, -3.659, -5.951)  0.137
H (9.935, -2.484, -6.379)  0.124
H (8.655, -2.579, -7.609)  0.145
H (10.653, -5.235, -8.462)  0.103
H (11.298, -3.612, -8.342)  0.095
H (9.833, -3.838, -9.254)  0.104
C (1.691, 7.785, 9.696)  -0.059
O (0.268, 7.676, 9.855)  -0.189
C (-0.501, 8.864, 9.587)  -0.184
C (-0.707, 9.132, 8.119)  -0.076
N (-1.213, 7.824, 7.529)  0.066
H (-0.941, 7.121, 8.201)  0.138
H (-2.221, 7.842, 7.465)  0.180
C (-0.628, 7.320, 6.232)  -0.071
C (-0.902, 5.784, 6.145)  -0.212
O (-0.468, 5.336, 4.866)  -0.178
C (0.928, 4.922, 4.895)  -0.059
H (1.858, 7.944, 8.631)  0.074
H (2.165, 6.844, 9.973)  0.100
H (2.239, 8.559, 10.234)  0.106
H (-0.005, 9.737, 10.011)  0.145
H (-1.494, 8.798, 10.031)  0.138
H (0.269, 9.439, 7.744)  0.135
H (-1.463, 9.866, 7.838)  0.147
H (0.452, 7.449, 6.300)  0.125
H (-1.016, 7.735, 5.301)  0.146
H (-1.980, 5.622, 6.132)  0.125
H (-0.442, 5.260, 6.983)  0.128
H (1.514, 5.774, 5.239)  0.085
H (1.230, 4.530, 3.923)  0.099
H (1.139, 4.050, 5.514)  0.088
C (6.273, 2.415, -0.477)  -0.089
O (7.505, 1.733, -0.759)  -0.197
C (8.214, 2.334, -1.858)  -0.172
C (9.339, 3.301, -1.343)  -0.019
N (10.444, 2.458, -0.502)  0.097
H (9.953, 1.886, 0.170)  0.151
H (10.899, 1.826, -1.145)  0.151
C (11.649, 3.295, 0.131)  -0.034
C (12.393, 4.246, -0.832)  -0.200
O (12.681, 3.722, -2.142)  -0.209
C (13.456, 4.637, -2.921)  -0.074
H (5.669, 2.672, -1.347)  0.095
H (6.455, 3.322, 0.100)  0.087
H (5.563, 1.766, 0.035)  0.090
H (7.624, 2.851, -2.615)  0.140
H (8.731, 1.466, -2.269)  0.123
H (9.003, 4.104, -0.687)  0.129
H (9.909, 3.711, -2.176)  0.123
H (12.405, 2.557, 0.399)  0.127
H (11.239, 3.724, 1.045)  0.132
H (13.305, 4.679, -0.422)  0.138
H (11.701, 5.065, -1.028)  0.117
H (14.395, 4.834, -2.403)  0.098
H (12.957, 5.577, -3.156)  0.095
H (13.613, 4.191, -3.903)  0.100
C (-6.071, 0.934, -6.257)  -0.086
C (-5.671, 0.209, -7.581)  -0.186
C (-4.194, -0.400, -7.421)  -0.082
N (-3.709, -1.086, -8.748)  -0.245
C (-3.616, 0.049, -9.775)  -0.096
C (-3.032, -0.525, -11.055)  -0.175
C (-1.603, -0.975, -10.864)  -0.191
C (-1.612, -2.090, -9.851)  -0.173
C (-2.254, -1.621, -8.498)  -0.062
C (-4.705, -2.233, -9.169)  0.053
H (-7.125, 1.191, -6.363)  0.075
H (-5.559, 1.891, -6.150)  0.070
H (-5.920, 0.370, -5.337)  0.081
H (-5.743, 0.905, -8.417)  0.093
H (-6.379, -0.598, -7.769)  0.104
H (-4.147, -1.157, -6.639)  0.131
H (-3.375, 0.295, -7.233)  0.122
H (-2.957, 0.751, -9.264)  0.143
H (-4.633, 0.405, -9.939)  0.119
H (-2.874, 0.224, -11.831)  0.127
H (-3.656, -1.232, -11.600)  0.126
H (-0.971, -0.130, -10.591)  0.134
H (-1.199, -1.456, -11.755)  0.127
H (-0.630, -2.518, -9.656)  0.120
H (-2.133, -2.976, -10.216)  0.104
H (-1.668, -0.824, -8.040)  0.135
H (-2.424, -2.471, -7.837)  0.125
H (-4.255, -3.009, -9.789)  0.090
H (-5.473, -1.775, -9.792)  0.106
H (-5.071, -2.698, -8.254)  0.107
C (1.637, -3.102, 4.700)  -0.062
C (1.476, -3.289, 6.259)  -0.223
C (2.013, -4.633, 6.725)  -0.102
N (1.671, -5.010, 8.234)  -0.234
C (2.487, -4.156, 9.249)  -0.092
C (4.038, -4.330, 9.070)  -0.115
C (4.430, -5.835, 9.543)  -0.160
C (3.638, -6.771, 8.696)  -0.172
C (2.073, -6.544, 8.509)  -0.027
C (0.162, -4.815, 8.494)  0.010
H (1.052, -3.860, 4.178)  0.081
H (2.672, -2.955, 4.394)  0.077
H (1.145, -2.168, 4.430)  0.072
H (0.459, -3.096, 6.601)  0.092
H (1.898, -2.457, 6.823)  0.105
H (3.091, -4.778, 6.650)  0.115
H (1.565, -5.474, 6.196)  0.127
H (2.119, -3.130, 9.231)  0.122
H (2.117, -4.584, 10.180)  0.129
H (4.431, -4.045, 8.094)  0.102
H (4.456, -3.603, 9.766)  0.111
H (5.485, -6.080, 9.415)  0.122
H (4.212, -5.886, 10.609)  0.119
H (4.069, -6.752, 7.695)  0.110
H (3.904, -7.774, 9.030)  0.129
H (1.532, -7.106, 7.747)  0.128
H (1.610, -6.784, 9.466)  0.122
H (-0.036, -5.337, 9.429)  0.102
H (-0.303, -5.415, 7.712)  0.109
H (-0.310, -3.833, 8.517)  0.102
C (-3.641, -7.579, -5.081)  -0.090
C (-2.341, -7.072, -4.472)  -0.202
C (-1.183, -8.121, -4.679)  -0.101
N (0.268, -7.667, -4.411)  -0.268
C (1.110, -8.817, -4.918)  -0.095
C (1.296, -10.047, -3.923)  -0.118
C (1.643, -9.553, -2.474)  -0.168
C (0.601, -8.545, -1.927)  -0.163
C (0.427, -7.354, -2.897)  -0.080
C (0.529, -6.417, -5.289)  0.045
H (-4.113, -8.495, -4.727)  0.084
H (-3.573, -7.806, -6.145)  0.082
H (-4.457, -6.887, -4.877)  0.091
H (-2.399, -6.677, -3.457)  0.111
H (-2.048, -6.177, -5.020)  0.093
H (-1.120, -8.444, -5.719)  0.127
H (-1.272, -8.997, -4.037)  0.131
H (0.903, -9.116, -5.946)  0.142
H (2.074, -8.310, -4.869)  0.120
H (0.518, -10.810, -3.947)  0.114
H (2.167, -10.607, -4.262)  0.113
H (1.678, -10.302, -1.682)  0.117
H (2.585, -9.005, -2.489)  0.108
H (-0.333, -9.032, -1.646)  0.117
H (0.910, -8.146, -0.961)  0.117
H (-0.324, -6.632, -2.578)  0.129
H (1.356, -6.784, -2.914)  0.125
H (-0.055, -5.702, -4.710)  0.097
H (0.074, -6.565, -6.268)  0.116
H (1.582, -6.142, -5.353)  0.108
C (-8.656, 4.331, 1.313)  -0.077
C (-7.658, 5.226, 0.508)  -0.214
C (-7.429, 6.622, 1.087)  -0.118
N (-6.205, 7.456, 0.588)  -0.225
C (-4.938, 7.031, 1.302)  -0.119
C (-3.703, 7.714, 0.741)  -0.165
C (-3.632, 7.702, -0.815)  -0.178
C (-4.894, 8.214, -1.451)  -0.166
C (-6.093, 7.431, -0.957)  -0.078
C (-6.525, 8.921, 0.987)  0.033
H (-8.402, 4.070, 2.340)  0.067
H (-8.786, 3.379, 0.798)  0.085
H (-9.665, 4.732, 1.400)  0.080
H (-8.003, 5.300, -0.524)  0.117
H (-6.704, 4.702, 0.562)  0.103
H (-7.269, 6.524, 2.161)  0.129
H (-8.323, 7.208, 0.878)  0.136
H (-4.922, 5.943, 1.238)  0.131
H (-4.950, 7.182, 2.382)  0.128
H (-2.810, 7.213, 1.114)  0.117
H (-3.557, 8.762, 1.003)  0.112
H (-3.273, 6.707, -1.079)  0.125
H (-2.799, 8.363, -1.056)  0.122
H (-4.748, 8.029, -2.515)  0.135
H (-4.996, 9.297, -1.373)  0.123
H (-5.970, 6.376, -1.203)  0.134
H (-7.067, 7.716, -1.354)  0.147
H (-5.699, 9.562, 0.678)  0.098
H (-6.712, 8.923, 2.061)  0.106
H (-7.495, 9.261, 0.627)  0.113
C (2.983, 1.591, -6.656)  -0.066
C (3.718, 0.956, -7.826)  -0.827
O (3.385, 1.272, -8.951)  -0.062
O (4.757, 0.216, -7.669)  -0.181
H (3.688, 1.563, -5.825)  0.036
H (2.025, 1.209, -6.302)  0.052
H (2.848, 2.671, -6.699)  0.055
C (-8.616, -3.264, -3.241)  -0.068
C (-9.624, -4.419, -3.174)  -0.845
O (-10.174, -4.644, -2.103)  -0.096
O (-9.881, -5.193, -4.127)  -0.120
H (-7.999, -3.314, -4.138)  0.035
H (-7.928, -3.206, -2.398)  0.047
H (-9.150, -2.319, -3.350)  0.049
C (-1.682, 1.686, -1.904)  -0.637
F (-2.824, 2.265, -1.649)  0.135
F (-1.321, 2.005, -3.212)  0.061
F (-0.652, 2.043, -1.114)  0.097
S (-1.916, -0.197, -1.814)  0.497
O (-1.017, -0.708, -2.885)  -0.390
O (-1.600, -0.625, -0.412)  -0.404
O (-3.293, -0.508, -2.183)  -0.360